(1)
Density functional theory data (ωB97M-V/def2-TZVPD) for a structure of composition C11H16AlF3O10S at a distorted geometry.

Properties
Net charge: 0
Frontier orbital gap in eV: 3.5

Geometry (Å):
Al1 -1.9044 -0.5940 0.1306
C1 -2.7188 -2.2330 -4.5350
C2 -2.6218 -1.6767 -3.0938
O1 -2.0255 -2.3800 -2.1964
O2 -3.0633 -0.5367 -2.7718
H1 -3.0722 -3.2635 -4.5689
H2 -1.8397 -2.0272 -5.1458
H3 -3.5190 -1.5986 -4.9163
C3 -0.0309 -2.5498 4.9660
F1 -1.0652 -3.3258 5.2459
F2 0.7433 -2.4762 6.0854
F3 0.7962 -3.0892 4.1204
S1 -0.7372 -0.8553 4.3275
O3 -1.8032 -0.4665 5.2946
O4 0.4692 0.0168 4.5210
O5 -1.2862 -0.8424 2.9366
O6 -3.9623 1.1597 0.8379
H4 -4.7417 1.4929 1.3238
O7 -0.3097 1.8076 0.8837
C4 0.1659 2.6494 1.6304
O8 -0.4584 3.6929 1.9595
C5 0.2724 4.4237 2.9863
C6 1.7337 4.0309 2.7449
C7 1.4923 2.5853 2.2567
H5 -0.1683 4.2208 3.9624
H6 0.0533 5.4478 2.6841
H7 2.2120 4.2168 3.7066
H8 2.1442 4.6423 1.9413
H9 1.4697 2.0574 3.2101
H10 2.1802 2.2027 1.5027
O9 0.5703 -0.2063 -1.4972
C8 1.1930 -0.5753 -2.5097
O10 0.8986 -0.2457 -3.7598
C9 1.5496 -1.1163 -4.7344
C10 2.2150 -2.2260 -3.9285
C11 2.2410 -1.5660 -2.5348
H11 2.2057 -0.4027 -5.2327
H12 0.6769 -1.5135 -5.2526
H13 3.2182 -2.4521 -4.2898
H14 1.5266 -3.0567 -4.0837
H15 3.1694 -1.0090 -2.4085
H16 2.1310 -2.3625 -1.7989

Force components x, y, z for each atom (eV/Å):
-0.745 1.190 -0.380
-1.277 1.007 0.426
0.883 1.526 3.174
0.180 -0.259 -0.227
0.171 -0.976 -1.133
0.482 0.041 0.172
0.136 -0.231 0.419
0.014 -0.168 -0.435
0.053 0.963 1.165
-0.084 -0.459 -0.230
-1.251 0.956 -0.199
0.105 -0.783 -1.937
0.705 4.458 2.720
1.547 -1.716 -1.763
-1.782 -2.058 -1.125
0.381 -1.228 -0.012
1.300 -0.091 -1.387
0.351 -1.072 0.523
-0.105 -0.399 -0.283
0.130 -3.394 -1.080
-2.022 2.521 1.234
-0.426 1.131 -1.505
-1.157 0.258 -0.122
1.702 0.740 1.031
0.244 -0.299 -0.053
0.184 0.181 0.586
0.693 -0.524 -0.354
0.128 0.176 0.247
-0.164 -1.119 -0.497
0.259 -0.185 0.562
0.888 -0.170 -1.999
-2.978 0.153 1.848
-0.759 0.740 0.587
-0.481 0.982 0.650
-0.129 1.171 -0.474
1.629 -2.452 -0.086
-0.072 -0.627 -0.728
0.590 0.313 -0.881
-0.209 -0.195 -0.004
0.472 -0.417 0.855
0.286 -0.279 0.227
0.127 0.595 0.465


(2)
Density functional theory data (ωB97M-V/def2-TZVPD) for an isolated molecule of C5H9NO2Si at a distorted geometry.

Properties
Energy above the lowest of the compared OMol25 structures with the same formula, charge and spin in kJ/mol: 276.7
Net charge: 0
Frontier orbital gap in eV: 9.4
SMILES: C=CC(=O)N1O[Si]1(C)C

Geometry (Å):
C1 -3.6108 -1.0340 0.0715
C2 -2.5338 -0.7526 0.7487
C3 -1.7448 0.4187 0.2113
O1 -2.0028 1.2335 -0.6117
N1 -0.2877 0.5561 0.8144
O2 0.3274 1.8754 0.3509
Si1 1.2418 0.5553 0.0093
C4 1.8721 0.3664 -1.7879
C5 2.5148 -0.1191 1.2133
H1 -4.2243 -1.8627 0.1763
H2 -3.8941 -0.2818 -0.6275
H3 -2.0525 -1.3794 1.4635
H4 2.3265 1.3405 -2.0120
H5 2.6363 -0.3493 -1.6843
H6 1.2218 0.2549 -2.6310
H7 2.3390 -1.2044 1.3819
H8 3.4781 0.0349 0.7330
H9 2.3930 0.3478 2.1803

Force components x, y, z for each atom (eV/Å):
-0.220 1.127 -0.382
1.778 0.925 -0.565
4.106 0.588 1.033
-1.555 -0.063 -0.289
-3.116 -0.910 -0.312
-0.041 0.037 0.101
0.300 -0.557 -0.382
-0.883 1.692 1.423
-0.638 -0.425 -0.868
-0.927 -1.478 0.435
-0.395 0.259 -0.731
0.159 -0.237 0.541
0.281 -0.043 0.322
0.974 -1.075 -0.470
-0.624 -0.667 -0.136
0.161 0.566 -0.350
0.388 -0.081 0.506
0.252 0.343 0.124


(3)
Density functional theory data (ωB97M-V/def2-TZVPD) for the ion CH3N2OS with charge -1 at a distorted geometry.

Properties
Energy above the lowest of the compared OMol25 structures with the same formula, charge and spin in kJ/mol: 44.5
Net charge: -1
Frontier orbital gap in eV: 7.2
SMILES: C/N=[N+](\[O-])[S-]

Geometry (Å):
C1 1.0127 -0.2038 0.0606
N1 -0.2670 -0.7314 0.0349
N2 -1.1420 0.1701 0.0147
O1 -0.9715 1.4364 0.0728
S1 -2.7191 -0.3939 0.0301
H1 1.2919 0.5427 0.7221
H2 1.7269 -0.9383 0.0711
H3 1.0681 0.1182 -1.0063

Force components x, y, z for each atom (eV/Å):
0.268 0.631 -3.581
-0.712 -0.529 1.061
-1.222 0.866 0.681
1.108 -1.021 -0.239
-1.905 -0.395 -0.228
0.017 1.800 1.342
1.593 -2.307 0.507
0.853 0.954 0.458


(4)
Density functional theory data (ωB97M-V/def2-TZVPD) for a structure of composition C20H17BrN7O8P2Pd.

Properties
Energy above the lowest of the compared OMol25 structures with the same formula, charge and spin in kJ/mol: 131.4
Net charge: -1
Frontier orbital gap in eV: 6.7

Geometry (Å):
Pd1 -0.6212 0.6108 -0.1754
N1 -2.6047 -2.4390 2.3149
C1 -2.6993 -0.9641 1.9115
C2 -3.9079 -0.2674 2.5148
P1 -1.0881 -0.2465 2.5207
O1 -1.4361 0.0811 4.0706
O2 -0.9089 1.0850 1.8336
O3 -0.0993 -1.3455 2.5020
P2 -2.8040 -1.1092 0.0582
O4 -4.3547 -1.5635 -0.1180
O5 -2.6731 0.2581 -0.5473
O6 -1.9375 -2.2841 -0.2417
H1 -1.9919 -2.5651 3.1201
H2 -2.1333 -2.8655 1.4728
H3 -3.5187 -2.8576 2.4642
H4 -3.8697 -0.2544 3.6043
H5 -4.8376 -0.7351 2.1874
H6 -3.9073 0.7656 2.1515
H7 -1.6870 1.0078 4.1760
H8 -4.8182 -0.9647 -0.7153
Br1 3.9105 -5.6122 -7.0779
C3 4.4756 -4.1436 -6.0130
C4 5.1066 -3.0700 -6.6149
C5 5.5263 -2.0046 -5.8311
C6 5.2810 -1.9992 -4.4626
C7 4.6636 -3.1007 -3.8681
C8 4.2605 -4.1741 -4.6442
N2 5.8490 -0.9610 -3.6733
N3 5.2075 -0.2755 -2.8516
C9 3.8069 -0.2419 -2.7348
C10 2.8860 -0.4086 -3.7647
C11 1.5158 -0.2780 -3.5850
C12 0.9942 0.0109 -2.3210
O7 -0.2652 0.1208 -2.0643
C13 1.9386 0.2263 -1.2591
N4 1.3864 0.5463 -0.0536
C14 2.1505 0.8162 0.9732
C15 3.5490 0.7701 0.8634
C16 4.1334 0.4272 -0.3244
C17 3.3221 0.1404 -1.4460
H9 5.2807 -3.0696 -7.6821
H10 6.0402 -1.1628 -6.2776
H11 4.4891 -3.1075 -2.8000
H12 3.7768 -5.0277 -4.1895
H13 3.2410 -0.6085 -4.7652
H14 0.8362 -0.3915 -4.4188
H15 1.6503 1.0718 1.8964
H16 4.1489 1.0061 1.7315
H17 5.2083 0.3781 -0.4284
O8 -0.0162 3.0579 -0.8332
N5 -0.0387 4.2182 -0.3625
C18 -1.1082 4.6217 0.3422
C19 -1.0764 5.9407 0.8722
N6 -1.0741 7.0079 1.3126
C20 -2.2752 3.8337 0.5901
N7 -3.2486 3.2496 0.7969

Force components x, y, z for each atom (eV/Å):
0.035 0.136 -0.390
0.218 0.084 -0.188
-0.082 -0.176 0.146
-0.012 0.019 -0.022
-0.218 -0.438 0.256
0.042 0.175 -0.065
0.202 0.040 -0.399
-0.089 -0.003 0.098
-0.064 -0.629 0.236
0.044 0.107 -0.150
0.425 0.282 0.036
-0.219 0.027 0.095
0.031 0.007 0.066
-0.095 0.049 0.088
-0.043 -0.003 -0.029
0.018 -0.002 0.001
0.006 0.004 -0.014
-0.013 -0.040 0.030
-0.024 -0.011 -0.022
-0.033 0.089 0.081
0.013 0.019 0.012
-0.008 -0.032 -0.025
0.023 0.032 0.011
-0.057 -0.012 0.023
-0.205 -0.104 -0.083
-0.024 0.062 -0.075
0.005 0.025 0.042
0.052 0.199 0.360
0.178 0.008 -0.265
-0.122 -0.148 0.006
0.153 -0.007 0.059
-0.067 0.018 0.092
0.074 0.087 0.133
0.021 -0.048 -0.050
-0.126 -0.013 -0.053
-0.109 0.186 0.012
-0.089 -0.013 -0.018
0.142 -0.031 -0.022
-0.012 0.008 0.062
-0.044 -0.047 -0.110
-0.005 0.007 0.004
0.002 -0.008 0.006
0.005 0.014 0.001
0.000 0.010 0.004
0.062 -0.056 -0.024
-0.001 0.008 0.028
-0.010 0.012 -0.007
-0.002 0.000 -0.010
0.001 0.012 -0.004
-0.245 0.304 0.114
0.093 0.119 0.077
0.044 -0.313 -0.110
0.047 0.131 0.004
-0.002 -0.067 -0.011
0.030 -0.014 -0.104
0.052 -0.067 0.069


(5)
Density functional theory data (ωB97M-V/def2-TZVPD) for a structure of composition C2H4NP at a distorted geometry.

Properties
Energy above the lowest of the compared OMol25 structures with the same formula, charge and spin in kJ/mol: 503.6
Net charge: 0
Frontier orbital gap in eV: 8.2

Geometry (Å):
C1 0.2892 0.6644 -1.2907
C2 -0.3342 1.0972 -0.3202
N1 -0.9203 -0.7944 2.1986
P1 -0.0066 -0.8675 0.9774
H1 0.8938 0.2181 -2.0188
H2 1.4435 -0.6188 0.6478
H3 -1.0034 1.8041 0.1316
H4 -0.3620 -1.5032 -0.3256

Force components x, y, z for each atom (eV/Å):
-1.629 1.749 2.445
0.881 0.543 -3.328
1.424 0.040 -1.251
-0.132 -1.199 -0.572
0.450 -0.477 -0.523
-1.311 -0.340 1.113
0.138 -0.409 0.504
0.180 0.092 1.613


(6)
Density functional theory data (ωB97M-V/def2-TZVPD) for a structure of composition CH5FOP2 at a distorted geometry.

Properties
Energy above the lowest of the compared OMol25 structures with the same formula, charge and spin in kJ/mol: 224.3
Net charge: 0
Frontier orbital gap (alpha / beta) in eV: 6.9 / 6.7

Geometry (Å):
C1 1.2543 0.6187 -0.2908
O1 0.0504 0.6150 -1.0326
F1 -1.6895 1.7422 0.3292
P1 -4.0204 -0.4634 -0.0664
P2 -1.4384 0.3199 -0.4062
H1 1.0749 0.5803 0.7862
H2 1.7954 1.5339 -0.5255
H3 1.8550 -0.2456 -0.5872
H4 -3.6491 -1.7532 -0.4474
H5 -1.0187 -0.2894 0.7997

Force components x, y, z for each atom (eV/Å):
0.360 -0.055 0.262
-1.424 -0.442 -0.415
-0.143 -0.292 -0.446
0.427 0.715 -0.133
0.647 0.869 0.999
-0.060 0.002 -0.021
0.005 -0.011 0.015
-0.047 0.117 0.039
0.193 -0.511 -0.156
0.041 -0.392 -0.145


(7)
Density functional theory data (ωB97M-V/def2-TZVPD) for an isolated molecule of C4H8N2S at a distorted geometry.

Properties
Energy above the lowest of the compared OMol25 structures with the same formula, charge and spin in kJ/mol: 174.7
Net charge: 0
Frontier orbital gap in eV: 9.4
SMILES: C=C/N=C(/C)NS

Geometry (Å):
C1 2.6212 -1.0529 0.4613
C2 2.2501 -0.1004 -0.4002
N1 1.3620 0.9474 -0.1088
C3 0.1108 0.7826 -0.0226
C4 -0.8598 1.9034 0.2215
N2 -0.4602 -0.4914 -0.1984
S1 -2.0981 -0.8766 0.0726
H1 2.1964 -1.0467 1.4848
H2 3.3210 -1.7958 0.0734
H3 2.6767 -0.0579 -1.3868
H4 -1.3181 1.7943 1.2123
H5 -0.2557 2.8062 0.1870
H6 -1.5916 1.9660 -0.5844
H7 0.1287 -1.2825 -0.3747
H8 -2.6330 -0.7461 -1.1820

Force components x, y, z for each atom (eV/Å):
-0.289 0.308 -0.208
-0.535 -0.121 0.819
0.463 0.612 -0.121
-0.537 -1.350 -0.309
0.896 0.162 0.093
-1.147 0.374 0.052
0.277 0.114 -0.367
0.529 -0.318 -0.741
-0.147 0.110 0.662
0.118 0.015 -0.355
-0.149 0.083 -0.412
-0.087 0.131 0.183
-0.173 -0.169 0.271
0.404 0.032 0.032
0.376 0.019 0.399


(8)
Density functional theory data (ωB97M-V/def2-TZVPD) for a cluster of 7 separate species, C12H34Cl3O14 in total at a distorted geometry.

Properties
Energy above the lowest of the compared OMol25 structures with the same formula, charge and spin in kJ/mol: 0.0
Net charge: -1
Frontier orbital gap in eV: 9.9

Geometry (Å):
Cl1 1.0815 0.0827 0.2612
O1 0.7384 -0.5520 1.5111
O2 2.4755 -0.1079 -0.0268
O3 0.2856 -0.5168 -0.8056
O4 0.7714 1.4971 0.3418
C1 -2.0822 4.3905 -1.8649
C2 -1.2531 3.4576 -1.0302
O5 -1.1245 2.2649 -1.7829
O6 -3.3730 3.8559 -2.0905
H1 -1.5553 4.5274 -2.8225
H2 -2.2015 5.3613 -1.3879
H3 -1.7485 3.2709 -0.0692
H4 -0.2693 3.8952 -0.8122
H5 -0.8798 1.5558 -1.1739
H6 -3.2482 3.0385 -2.5838
C3 -1.0069 3.0811 3.4754
C4 -1.4151 1.6155 3.5870
O7 -2.8114 1.4573 3.6419
O8 -1.1919 3.7846 4.7090
H7 -1.6949 3.5610 2.7743
H8 0.0119 3.1697 3.0895
H9 -0.9141 1.2531 4.4952
H10 -1.0409 1.1069 2.6979
H11 -3.1018 1.6804 4.5307
H12 -0.4858 3.5409 5.3138
C5 0.9497 -1.1359 4.4661
C6 2.4164 -1.5017 4.4203
O9 2.6673 -2.7631 5.0465
O10 0.4463 -1.1328 5.8110
H13 0.3710 -1.8039 3.8231
H14 0.8417 -0.1123 4.1174
H15 3.0333 -0.7548 4.9114
H16 2.6901 -1.5461 3.3574
H17 2.1366 -3.4336 4.6048
H18 0.7977 -1.9188 6.2414
C7 -2.8368 -4.3496 -0.6029
C8 -1.6886 -3.4052 -0.8511
O11 -1.4191 -2.6811 0.3291
O12 -2.5045 -5.4774 0.1822
H19 -3.2781 -4.6619 -1.5606
H20 -3.5994 -3.7948 -0.0531
H21 -1.9706 -2.7426 -1.6821
H22 -0.7923 -3.9596 -1.1686
H23 -0.7607 -2.0073 0.1085
H24 -1.8591 -5.9990 -0.3038
C9 1.2128 -2.3883 -4.8221
C10 0.4087 -2.5239 -3.5465
O13 1.1730 -3.1263 -2.5239
O14 1.7932 -3.6531 -5.1518
H25 1.9912 -1.6319 -4.6987
H26 0.5208 -2.0951 -5.6212
H27 -0.5026 -3.0884 -3.7907
H28 0.0789 -1.5357 -3.2128
H29 1.2051 -2.5113 -1.7825
H30 2.0327 -3.6318 -6.0816
Cl2 1.8883 0.7101 -3.4919
C11 1.8680 2.3679 -2.8346
C12 3.2124 3.0325 -2.9371
Cl3 3.6702 3.3847 -4.6258
H31 1.5531 2.2773 -1.7964
H32 1.1009 2.9148 -3.3759
H33 3.9915 2.4267 -2.4801
H34 3.1942 3.9816 -2.4019

Force components x, y, z for each atom (eV/Å):
0.329 -0.280 0.358
0.004 0.079 -0.156
-0.109 0.147 -0.010
-0.143 0.027 0.018
-0.055 -0.041 -0.124
0.143 -0.095 -0.360
0.110 -0.097 0.331
-0.145 -0.068 0.097
-0.191 0.240 -0.124
-0.092 0.149 0.081
-0.037 0.019 0.065
-0.003 -0.028 -0.103
-0.004 0.031 -0.053
0.174 -0.077 -0.138
0.054 -0.117 0.143
-0.606 -0.052 -0.109
0.740 0.873 -0.030
-0.268 -0.199 0.157
0.051 0.054 -0.056
0.170 0.032 -0.041
0.068 0.013 0.104
-0.132 -0.468 -0.168
-0.067 -0.277 0.137
-0.014 0.088 -0.028
0.032 -0.085 -0.017
0.141 0.307 0.794
-0.301 -0.352 -0.835
0.024 0.134 0.332
0.055 -0.025 -0.257
-0.086 0.032 -0.003
-0.104 -0.092 -0.293
0.044 -0.079 0.226
0.144 0.110 0.143
0.023 0.034 -0.152
0.059 -0.060 0.013
-0.224 0.215 -0.163
0.195 -0.075 -0.070
0.002 0.006 -0.096
-0.027 -0.229 0.163
0.092 0.018 0.023
-0.024 -0.119 0.046
0.015 0.067 0.077
-0.152 -0.038 -0.084
-0.040 0.095 0.158
0.063 0.055 0.020
-0.046 -0.173 -0.042
-0.113 0.303 -0.127
-0.074 -0.152 0.071
-0.127 0.000 -0.010
0.043 -0.039 -0.080
0.083 0.258 0.064
0.188 -0.313 0.314
0.005 0.059 -0.224
0.038 0.097 -0.008
0.051 0.017 0.043
0.081 0.098 -0.122
-0.205 -0.078 0.015
0.028 0.043 0.422
0.084 0.013 -0.047
0.132 0.046 0.035
0.022 0.019 -0.024
0.006 -0.120 -0.189
-0.104 0.048 -0.113